Formula: C28H64BFN4O5S
Source: the OMol25 dataset
Level of theory: ωB97M-V with the def2-TZVPD basis set

Geometry (Å):
C 0.191 -4.763 5.302
C 1.169 -3.602 4.985
B 2.633 -4.068 4.670
O 3.170 -3.846 3.435
C 3.624 -4.770 5.724
C 4.695 -5.580 4.967
C 5.865 -4.780 4.394
F 7.052 -5.165 5.007
O 2.803 -5.650 6.559
S 3.496 -6.424 7.756
O 4.079 -7.641 7.286
O 2.511 -6.504 8.790
C 4.818 -5.378 8.379
C 5.309 -4.174 7.533
C 5.762 -3.031 8.471
C 7.060 -3.381 9.158
N 7.190 -4.060 10.218
C 4.187 -3.665 6.638
O 3.153 -3.051 7.384
H 0.189 -4.955 6.374
H -0.825 -4.505 5.020
H 0.499 -5.696 4.834
H 1.153 -2.887 5.806
H 0.782 -3.054 4.118
H 2.479 -3.729 2.780
H 5.104 -6.391 5.565
H 4.200 -6.053 4.121
H 5.759 -3.702 4.488
H 5.978 -4.995 3.335
H 4.434 -5.011 9.327
H 5.648 -6.052 8.575
H 6.187 -4.451 6.955
H 5.866 -2.113 7.894
H 5.016 -2.845 9.244
H 7.977 -3.018 8.694
H 6.279 -4.316 10.602
H 4.570 -2.865 6.001
H 2.779 -3.675 8.013
C 0.809 -1.428 0.590
C -0.691 -1.674 0.562
N -1.356 -1.253 1.781
C -2.726 -1.728 1.882
C -3.748 -1.218 0.860
C -1.131 0.128 2.173
C -1.519 1.229 1.177
H 1.260 -1.896 1.468
H 1.271 -1.857 -0.300
H 1.058 -0.367 0.605
H -0.862 -2.748 0.452
H -1.108 -1.201 -0.342
H -3.087 -1.506 2.890
H -2.693 -2.821 1.818
H -4.047 -0.189 1.059
H -4.651 -1.829 0.910
H -3.371 -1.274 -0.161
H -0.070 0.241 2.410
H -1.647 0.297 3.121
H -1.205 0.993 0.159
H -1.036 2.167 1.459
H -2.592 1.412 1.169
C -1.724 5.059 -0.844
C -1.622 5.251 -2.348
N -0.342 4.828 -2.888
C -0.132 5.245 -4.262
C -1.054 4.665 -5.341
C 0.054 3.468 -2.568
C -0.882 2.324 -2.985
H -0.906 5.563 -0.328
H -2.663 5.477 -0.479
H -1.710 4.005 -0.563
H -1.738 6.315 -2.571
H -2.475 4.741 -2.825
H 0.906 5.032 -4.529
H -0.220 6.336 -4.286
H -0.808 3.630 -5.574
H -0.940 5.235 -6.265
H -2.106 4.713 -5.056
H 0.202 3.407 -1.487
H 1.045 3.300 -2.996
H -1.926 2.549 -2.765
H -0.620 1.417 -2.435
H -0.800 2.090 -4.046
C -4.056 5.547 -11.413
C -3.572 4.777 -10.194
N -4.459 4.896 -9.052
C -3.877 4.402 -7.818
C -3.554 2.905 -7.717
C -5.845 4.531 -9.292
C -6.141 3.112 -9.798
H -4.227 6.596 -11.165
H -3.302 5.500 -12.199
H -4.978 5.134 -11.822
H -2.601 5.181 -9.895
H -3.394 3.729 -10.488
H -4.537 4.678 -6.991
H -2.952 4.961 -7.650
H -4.450 2.302 -7.581
H -2.914 2.727 -6.850
H -3.023 2.540 -8.596
H -6.258 5.241 -10.012
H -6.402 4.710 -8.370
H -5.453 2.807 -10.588
H -7.150 3.072 -10.211
H -6.091 2.371 -9.001

For the frontier orbital gap, the calculation gives 8.44 eV. As for the strongest force on any atom: 0.945 eV Å⁻¹. As for the SMILES: [H]/N=C\C[C@H]1CS(=O)(=O)O[C@@](CCF)(B(O)CC)[C@H]1O.CCN(CC)CC.CCN(CC)CC.CCN(CC)CC. The highest occupied orbital energy comes out at -8.177 eV. As for the total energy: -60500.500 eV. The spin multiplicity is 1.



Formula: C28H64LiN2O24P
Source: the OMol25 dataset
Level of theory: ωB97M-V with the def2-TZVPD basis set

Geometry (Å):
C 1.234 -3.527 2.061
N 2.040 -2.349 2.536
C 2.983 -2.802 3.521
C 2.842 -1.622 1.393
C 1.176 -1.334 3.178
C 1.893 0.029 3.768
O 0.895 0.945 4.094
H 1.897 -4.242 1.290
H 0.507 -3.238 1.080
H 0.484 -4.091 2.782
H 2.456 -2.895 4.515
H 3.864 -2.163 3.694
H 3.534 -3.701 3.124
H 3.506 -2.317 0.535
H 3.468 -0.926 1.790
H 2.170 -1.233 0.565
H 0.783 -1.941 4.107
H 0.293 -1.153 2.481
H 2.444 0.795 3.163
H 2.588 -0.226 4.375
H 0.273 1.008 3.449
C 2.917 4.898 3.313
N 1.786 5.225 2.382
C 1.473 6.651 2.514
C 2.151 5.025 0.875
C 0.656 4.303 2.851
C -0.646 4.305 2.082
O -1.522 3.430 2.772
H 2.954 5.645 4.172
H 3.874 5.016 2.757
H 2.892 3.803 3.709
H 0.483 6.925 2.128
H 2.266 7.549 1.877
H 1.302 6.691 3.518
H 2.502 4.033 0.871
H 3.013 5.671 0.538
H 1.255 5.011 0.331
H 0.551 4.547 3.943
H 1.057 3.184 2.912
H -0.384 3.867 1.247
H -1.080 5.315 1.972
H -1.275 2.585 2.383
Li -1.729 0.716 0.656
P 0.386 1.196 0.647
O -0.108 -0.104 0.154
O -0.465 1.237 1.936
O -0.535 2.075 -0.053
O 1.808 1.508 0.664
C -2.845 -0.445 3.935
O -3.468 -1.555 4.424
C -2.689 -2.658 4.494
O -1.518 -2.761 4.435
O -3.455 -3.681 4.782
C -2.787 -4.942 4.827
H -2.301 -0.687 3.135
H -2.154 -0.116 4.784
H -3.494 0.389 3.665
H -1.958 -4.907 5.497
H -2.412 -5.066 3.765
H -3.553 -5.534 5.189
C 1.920 3.739 -6.968
O 1.348 4.410 -5.772
C 1.595 3.849 -4.600
O 2.395 2.930 -4.662
O 0.974 4.232 -3.634
C 0.747 3.401 -2.418
H 2.948 3.949 -7.119
H 1.599 3.979 -8.056
H 1.706 2.752 -7.020
H 1.642 3.393 -1.727
H 0.492 2.389 -2.633
H 0.016 4.028 -1.810
C -3.777 -6.672 1.210
O -3.575 -5.799 0.173
C -2.608 -4.879 0.357
O -1.833 -4.930 1.300
O -2.670 -3.840 -0.514
C -1.667 -2.849 -0.487
H -4.199 -6.295 2.064
H -2.773 -7.195 1.369
H -4.403 -7.446 0.633
H -0.650 -3.130 -0.918
H -1.504 -2.644 0.569
H -1.853 -1.754 -0.922
C -0.505 -0.474 -3.388
O -1.110 -1.630 -4.037
C -0.366 -2.718 -4.141
O 0.510 -2.883 -3.377
O -0.800 -3.609 -4.992
C 0.005 -4.716 -5.304
H -1.125 0.563 -3.177
H 0.499 -0.207 -3.682
H -0.553 -0.772 -2.316
H -0.476 -5.480 -6.093
H 0.046 -5.252 -4.371
H 1.132 -4.350 -5.742
C -7.955 2.100 -1.214
O -6.699 2.505 -1.283
C -5.712 1.917 -1.845
O -5.879 0.858 -2.442
O -4.589 2.461 -1.675
C -3.418 1.775 -2.104
H -8.372 2.141 -2.271
H -8.614 2.771 -0.632
H -7.904 1.069 -0.939
H -2.765 2.378 -1.443
H -3.201 1.666 -3.053
H -3.143 0.728 -1.861
C 5.045 -2.834 -5.132
O 4.830 -1.476 -4.477
C 4.352 -1.461 -3.339
O 4.265 -2.408 -2.580
O 4.084 -0.106 -2.957
C 3.302 -0.019 -1.796
H 4.147 -3.341 -5.601
H 5.483 -3.706 -4.315
H 5.906 -2.834 -5.937
H 2.231 -0.433 -2.054
H 3.490 1.030 -1.453
H 3.717 -0.279 -0.936

For the frontier orbital gap, the calculation gives 6.56 eV. As for the strongest force on any atom: 8.740 eV Å⁻¹. The highest occupied orbital energy comes out at -6.402 eV. As for the total energy: -91673.503 eV. The spin multiplicity is 1.